DFT (wB97M-V/def2-TZVPD) results for 13 unconnected molecules or ions with the total composition C40H76BrCl24I2N2O2 in a non-equilibrium geometry.

Calculated values
E_tot = -436555.12150 eV
E_HOMO = -11.5 eV
spin multiplicity = 1
charge = +1
strongest force on any atom = 6.44 eV/Å

```
147
Properties=species:S:1:pos:R:3:mulliken_charge:R:1
C -2.0528 -2.6319 -0.6100 -0.28
Cl -4.2548 -4.4623 4.8993 -0.10
C -1.5079 -0.9991 2.5256 -0.30
C -3.5034 -0.5964 4.8974 -0.17
H 5.1596 6.3543 -10.9194 0.22
N -0.3800 -0.2676 3.2183 0.53
C 5.2665 -9.4679 1.3313 -0.35
H -4.4644 1.7967 9.6764 0.26
I -1.2631 -0.6587 -1.1284 0.03
Cl 8.6342 -1.5242 -5.8581 -0.18
Cl -3.4181 5.0291 10.3370 -0.17
H -2.6371 -3.5255 1.4550 0.20
O -0.7541 0.7921 3.9614 -0.32
Cl 6.0434 -11.0300 1.6889 -0.18
Cl 5.9608 0.1323 -4.5155 -0.17
H -3.8100 2.5105 -5.1280 0.04
Cl 2.9121 5.0426 -8.8277 -0.15
H 3.4916 1.7688 3.5963 0.37
H -6.9402 -0.9532 -8.3360 0.32
H -4.9881 -6.5648 5.6344 0.33
C -5.3626 -5.5469 5.7779 -0.58
Cl 5.5946 -4.9033 5.5962 -0.19
H 5.8652 -2.1257 -5.2043 0.32
H -6.7510 1.1045 -9.8331 0.36
H -2.7695 6.6244 8.7465 0.33
C 2.4395 -0.3203 3.6350 -0.55
H -2.1135 1.0985 -3.8474 0.19
C -6.0634 0.9237 -9.0017 -0.54
C -2.9247 4.7776 7.6495 -0.54
H -5.0849 1.3313 -9.2746 0.32
Br 3.8906 -4.0834 -2.2478 -0.20
H 5.5708 -5.5724 1.9528 0.15
C -5.9869 -0.5663 -8.7095 -0.45
H 1.6502 1.8287 4.3096 0.30
H 8.3154 -1.2635 -3.5324 0.32
H -4.0091 4.7741 7.5011 0.31
C -2.8051 0.6836 -4.5874 -0.35
C 2.3868 1.3488 3.5347 -0.56
Cl -4.7262 -0.9534 -7.5109 -0.13
C 6.2298 -8.4798 0.6933 -0.30
H -0.3806 -3.3141 -2.0803 0.20
C 4.3146 8.3500 -10.7250 -0.41
Cl 5.2525 8.7426 -9.2629 -0.19
C -4.4518 -1.2888 7.2694 -0.63
H -6.8422 -5.5810 4.1830 0.31
H 4.4392 -9.6754 0.6463 0.32
H -3.2424 -2.6507 -0.7061 0.47
H -5.2389 -0.9998 8.0902 0.13
Cl 3.5681 -6.0311 3.0831 -0.19
H 3.3200 8.0415 -10.3896 0.25
H -4.2437 -2.4623 7.2342 0.13
H 3.7532 -4.6524 0.3902 0.11
H -2.4616 5.2218 6.7634 0.35
C -4.7695 3.5552 -1.7329 -0.47
H 2.4281 -0.5539 4.8034 0.39
H 6.7288 -8.9105 -0.1805 0.39
H -1.4793 -4.7738 -1.3640 0.33
H 1.1102 -4.2672 1.1793 0.33
Cl 7.4860 -7.9329 1.8328 -0.17
H -4.3686 2.8248 11.1162 0.12
H -2.8509 0.1560 5.5514 0.10
H -7.4094 -6.2157 5.7371 0.32
H -3.4097 -0.2825 1.4509 0.21
Cl -2.6354 1.2460 11.0670 -0.18
C 6.1049 -5.6016 4.0394 -0.53
H 2.1994 0.9461 1.1890 0.12
Cl 6.3338 5.4980 -3.2773 -0.20
H -3.8264 1.2887 -6.4110 -0.33
H 2.5210 -3.5250 2.1952 -0.13
H 2.4176 4.7043 -6.5422 -0.11
Cl 0.8031 7.0680 -7.0547 -0.17
H -1.4603 5.4827 9.0960 0.31
H 4.7352 -3.0800 0.0271 0.27
H 1.6790 -2.9105 -0.9104 -0.01
H 0.0432 5.3012 -8.4257 0.36
C 1.8566 4.5690 -7.4722 -0.09
Cl -1.8162 2.5292 -6.3621 -0.19
Cl -5.4266 -0.7105 10.7921 -0.18
C 4.7894 6.5237 -5.3013 -0.27
H -3.8066 5.4483 -2.0915 0.37
H 4.6672 6.6434 -6.3819 0.11
H -5.5301 0.1909 5.8848 0.29
C -2.5318 5.5660 8.8886 -0.42
C 7.8302 -1.8665 -4.3063 -0.44
H 5.6869 -7.5871 0.3691 0.10
C -4.3033 1.7928 10.7590 -0.17
H -1.4147 1.3761 3.4848 0.38
Cl 3.2393 5.9128 -4.6722 -0.17
Cl 6.4850 7.7465 -12.2931 -0.19
H -5.2972 -5.3075 6.8439 0.34
Cl -2.0734 3.8696 -2.1407 -0.16
C 4.9549 7.2350 -11.5362 -0.39
Cl -2.3723 3.0851 7.7253 -0.15
C -1.6497 -3.1780 0.8825 -0.76
C -3.1295 -0.7672 2.4861 -0.30
O -3.6754 0.0441 3.5844 -0.38
H 2.2435 2.8225 1.6725 0.36
H 4.2060 9.2657 -11.3146 0.37
H -5.1090 0.8428 12.5428 0.37
H 2.6808 -1.6130 0.0566 -0.06
C -3.7413 4.4164 -2.4487 -0.48
H -6.3258 1.3758 11.3703 0.30
H -5.7328 -1.1122 -9.6229 0.31
H 4.9656 7.5129 -4.8672 0.38
H 4.9909 -4.1592 2.8505 0.01
H -3.3908 -0.7883 7.4887 0.27
H -2.8869 -1.6026 4.8745 0.15
H 4.8466 -9.0764 2.2632 0.22
C 1.6453 -3.2355 1.4519 -0.11
Cl -2.0245 -0.7281 -5.3421 -0.21
Cl -4.8646 1.9131 -2.4156 -0.13
H -1.0202 -4.1653 0.7265 0.32
H 7.1028 -5.2066 3.8273 0.37
H -3.6872 0.3118 -4.0577 0.18
C 0.5533 5.3516 -7.4586 -0.29
C 0.6148 -2.1124 2.0515 0.21
H -2.1123 -3.5579 -2.7821 0.29
H -0.1182 4.9420 -6.6982 0.07
C 5.9407 5.5734 -5.0138 -0.40
H 6.1875 -6.6858 4.1645 0.29
C -3.2198 1.7270 -5.6123 0.60
C -1.4758 -3.6798 -1.7790 -0.83
H 5.8592 -1.9496 -3.4413 -0.05
C -4.9137 -0.7988 5.7399 -0.13
C 5.1553 -5.2398 2.9086 0.14
C 3.7558 -3.6563 -0.2664 -0.23
I 4.2577 -0.9349 2.6003 0.12
N -0.8964 -2.1817 1.7451 0.35
C -5.3315 0.9316 11.4748 -0.52
H 1.6486 3.5016 -7.5917 0.34
H 0.6815 1.7902 1.9256 0.10
H -4.5470 3.4664 -0.6648 0.30
Cl -7.5361 -3.8760 5.6629 -0.17
C 2.3730 -2.7630 0.0219 0.25
C 6.3340 -1.6036 -4.3642 -0.10
H 8.0138 -2.9211 -4.0807 0.29
C -6.7911 -5.4446 5.2679 -0.44
Cl -6.6800 1.8513 -7.6121 -0.18
H -3.9024 4.4203 -3.5313 0.28
H -5.6006 -1.6344 5.2895 0.08
C 1.0317 -0.8523 3.0046 -0.23
H 6.8436 5.9164 -5.5277 0.31
C 1.8718 1.7420 1.9933 -0.56
H 4.2861 6.9338 -12.3478 0.32
H -3.6279 -1.8445 2.4881 0.30
H -5.7638 3.9994 -1.8373 0.32
H 5.7197 4.5575 -5.3559 0.28
```



DFT (wB97M-V/def2-TZVPD) results for 12 unconnected molecules or ions with the total composition C40H76N12O8 in a non-equilibrium geometry.

Calculated values
E_tot = -76972.77150 eV
SMILES = c1cc[nH]c1.c1cc[nH]c1.c1cc[nH]c1.c1cc[nH]c1.CN(C)C=O.CN(C)C=O.CN(C)C=O.CN(C)C=O.CN(C)C=O.CN(C)C=O.CN(C)C=O.CN(C)C=O
E_HOMO = -7.6 eV
energy relative to the best compared isomer or geometry (same formula, charge and spin) = 0.0 kcal/mol
spin multiplicity = 1
charge = 0
strongest force on any atom = 2.99 eV/Å

```
136
Properties=species:S:1:pos:R:3:mulliken_charge:R:1
C -0.6854 -3.4730 -1.0458 1.15
C -2.6167 -2.4871 4.0667 0.09
C -2.3222 -4.8982 -2.1276 -0.95
H -1.1080 5.0142 2.4392 0.33
O 5.0623 2.1507 0.8305 -0.40
H -1.7155 1.4719 -4.8099 0.26
N 2.5527 5.2377 -2.0892 0.08
H 5.5416 0.0162 -0.2402 0.07
H -0.1383 4.3755 -0.4746 0.69
H -5.3490 -4.1461 3.4236 0.31
C 0.7075 -1.5368 -3.7557 -1.03
H 3.0474 1.0604 1.6662 -0.35
H -3.9864 -2.0277 1.8863 0.49
H -6.2338 -2.2071 0.1225 0.41
C 5.2523 2.2783 2.0048 -0.12
H 1.6558 3.1974 -4.8575 0.37
H -4.5489 6.2380 0.5608 0.35
C 4.6493 -0.5639 -3.5024 -0.85
C 1.4627 -3.5783 1.6452 -1.34
H -5.4616 -0.9843 -2.0813 0.64
H 2.6977 -5.5991 -0.7535 0.36
H 1.7019 -2.6371 2.0782 0.33
C 0.0139 1.3820 0.8280 -0.26
H 5.8567 -1.5561 -1.1160 0.23
C -0.0363 -3.3133 -5.2443 -1.23
N -0.5127 3.8673 4.1547 0.12
H 1.5421 -4.3855 2.3725 0.56
C 3.0918 4.3983 -1.1790 -0.87
H 0.5397 5.9203 -2.5309 0.45
C -0.4390 0.7369 1.9439 -1.42
H -2.3145 4.8689 3.8101 0.31
H -1.6393 2.1127 4.5348 0.43
H -2.4460 5.2876 -0.9129 0.45
N -3.3320 3.3714 -0.5357 0.50
H -0.8129 -2.9301 -1.9648 -0.54
C 3.5774 0.6051 2.5184 -0.51
C -1.6395 -1.8650 -4.2995 0.07
C -0.5540 2.1668 -2.7852 0.67
O 4.3015 -3.4658 -0.5951 -0.65
N 2.4474 -3.9972 0.6118 0.23
C 2.1527 3.9875 -0.3037 -0.09
H 5.3545 -0.0002 -4.1533 0.23
H -3.7258 -4.8473 3.7813 0.27
C -3.2783 4.7385 -0.4927 -0.42
H 5.9666 3.0493 2.4498 0.24
H -3.0592 -4.3007 -2.6848 0.31
H 0.4345 -3.5953 1.2951 0.62
H 4.1496 4.1307 -1.2566 0.51
C -3.4865 -0.8216 -1.1436 -0.49
H 3.6597 -0.4782 -3.9593 0.18
C -4.8304 -1.7051 4.5014 -1.07
H 3.3684 -2.1509 0.5647 0.06
H 5.0624 -1.5720 -3.4552 0.36
C -4.8304 -1.1568 -1.2778 -1.36
N 4.6716 1.5479 2.9688 0.27
C -1.0561 2.8626 5.0449 -1.16
C -4.9975 4.0939 0.7745 -0.63
C -4.4401 -4.0933 4.0664 -1.03
O -2.1773 -1.3949 4.4007 -0.66
H 2.0027 1.5552 -4.5808 0.24
O -2.6147 -2.3111 -4.8591 -0.67
C 5.6733 -0.4583 -1.2324 -0.74
O -1.7406 1.9848 -2.5594 -0.93
H 0.0161 2.3956 0.4165 0.23
H -0.3209 -1.4354 2.4819 0.51
H 4.0044 -0.3498 2.2798 0.24
H 3.6693 0.7274 -0.6357 0.44
N 4.5751 -0.1171 -2.1215 0.32
H 5.8064 2.4445 4.5108 0.32
C 4.9828 1.7380 4.3701 -0.88
H -2.9139 2.7440 -1.1677 0.22
N 0.7922 0.5280 0.1196 1.88
H -2.7214 -5.9522 -2.0168 0.36
H -5.8894 4.1535 1.3880 0.43
H -2.8181 -0.2473 -1.7330 0.78
H 2.9785 -6.0690 0.9352 0.31
H 0.6795 -3.0247 -6.0562 0.29
H -4.5420 1.9092 0.4418 0.35
H -1.9704 -3.3404 3.8500 0.43
H 4.1114 2.1619 4.8721 0.27
H 5.2989 0.7776 4.7737 0.31
C 1.1900 5.3368 -1.8766 -0.91
H 3.0883 5.9007 -2.6737 0.27
O -1.8299 -4.0021 1.3345 -0.42
C -1.5043 4.4152 3.2197 -0.75
C 0.7705 -0.7237 0.6833 0.03
C -0.0581 -0.6351 1.8045 -1.12
H 1.1089 4.6470 3.1571 0.37
C -0.7106 1.6582 -5.1399 -1.01
H -0.2277 2.4497 5.5755 0.32
C -4.3244 2.9632 0.3112 -0.42
H 0.2887 -0.9101 -3.0118 -0.06
C -4.3176 5.1861 0.2855 -0.64
H 2.9204 0.5549 3.3586 0.60
H 1.3745 -5.7329 0.3802 0.37
C 0.8784 4.5414 -0.7643 -0.65
C 2.4087 -5.3984 0.2677 -1.13
C -2.3604 -4.4824 0.3400 -0.27
C 3.4504 0.3045 -1.5908 -0.21
H -0.3164 0.7209 -5.5926 0.27
H -1.5693 3.4414 5.8631 0.34
H -4.4759 -0.7494 4.1869 0.28
C -5.2415 -1.8116 -0.0403 -0.85
H -0.9606 -3.7837 -5.6050 0.39
N -1.8151 -4.3551 -0.8638 0.66
O 1.6827 3.4078 4.6345 -0.61
C -4.1749 -1.7606 0.8444 -0.62
H -5.7757 -1.9010 4.0141 0.41
H 0.3756 -4.1405 -4.6631 0.36
H 0.3059 -3.9494 -1.2011 0.21
N -3.9102 -2.7889 4.1405 0.21
H 1.3929 -1.5102 0.2533 0.24
H -5.0496 -1.5974 5.5508 0.35
H -0.6185 -2.7439 -0.2493 -1.09
C 1.4867 2.4093 -4.1725 -0.58
H 1.2229 -0.8556 -4.4614 0.55
H -3.3434 -4.9627 0.3672 0.36
H -1.7526 -1.0078 -3.6482 0.50
H -1.0794 1.0724 2.7466 0.32
H 1.4039 -2.3057 -3.3766 0.34
H 1.8496 2.7163 -3.1964 -0.08
H 0.0722 2.5139 -1.9748 -0.16
H -4.6897 -4.3818 5.0781 0.41
H 6.5603 -0.0338 -1.6743 0.42
H 1.3225 0.8579 -0.6839 -0.42
H -1.4622 -4.9642 -2.7725 0.27
O 2.3470 0.3111 -2.1540 -0.60
N 0.0690 2.0581 -3.9793 0.31
C 0.8464 3.9813 3.9766 0.19
C 3.3892 -3.1699 0.1245 0.47
H -0.6579 2.5102 -5.8260 0.37
H 2.2837 3.3652 0.5561 0.60
N -3.1148 -1.1873 0.1395 1.20
H -2.2010 -1.0307 0.5440 -0.32
H -1.9789 3.5435 2.6778 0.17
N -0.3760 -2.2054 -4.4181 0.46
```



DFT (wB97M-V/def2-TZVPD) results for 13 unconnected molecules or ions with the total composition C40H76NO27S5 in a non-equilibrium geometry.

Calculated values
E_tot = -153649.76319 eV
E_HOMO = -3.4 eV
spin multiplicity = 1
charge = -1
strongest force on any atom = 5.42 eV/Å

```
149
Properties=species:S:1:pos:R:3:mulliken_charge:R:1
H -22.2451 18.9311 9.5720 0.36
H -19.9221 16.0982 5.1772 0.48
S -13.5679 12.9438 4.6515 0.59
O -12.7316 18.2062 7.3136 -0.81
O -13.2928 23.7269 5.2245 -0.41
C -17.5468 15.3019 0.3116 -0.81
H -13.9124 18.6109 0.1080 0.08
O -20.2432 13.2395 5.7130 -0.69
S -18.2967 17.0450 0.3357 0.33
H -14.9639 15.6279 7.0342 -0.14
C -17.8689 15.5228 9.7038 0.57
C -14.8630 17.6873 5.9931 2.35
C -16.4070 16.8098 10.9049 -0.24
C -14.1413 22.7758 5.6593 0.68
H -19.1954 20.6269 7.8132 0.54
O -17.1749 18.0802 0.5435 -0.54
C -14.5415 17.3675 3.2511 -1.48
H -6.2138 14.3583 8.9022 0.25
H -16.3591 18.9749 6.7629 -0.15
O -6.6256 16.9273 8.2597 -0.38
H -16.6367 17.0550 11.9418 0.36
O -15.1892 24.7640 5.4628 -0.37
H -14.8510 18.4122 3.2200 0.04
H -16.7539 13.8048 6.5856 -0.18
H -13.2475 15.8136 9.2699 -0.38
H -16.0538 23.1439 4.8827 0.31
C -11.5325 21.3297 9.1357 0.23
C -17.7296 13.3189 6.5862 -0.38
C -11.0431 17.6293 4.8933 -0.98
H -11.6143 14.3718 5.4329 0.32
O -8.1335 19.9444 1.4174 -0.40
H -15.0272 15.0305 10.8691 -0.07
H -14.1541 11.9912 6.8029 0.28
H -13.3452 14.7440 6.0634 -0.32
O -9.9702 22.9580 8.6716 -0.37
H -11.8761 19.7826 3.5399 -0.28
O -6.9397 18.0789 1.6986 -0.60
C -11.1126 23.5772 8.6171 0.79
H -10.8559 15.3215 8.3182 0.11
H -12.0347 20.9893 10.0412 0.23
C -21.3398 19.0806 8.9835 -0.95
H -12.3456 13.3412 6.5363 0.61
C -15.3948 23.4285 5.7030 -0.23
C -10.0116 19.0187 0.6705 1.23
C -6.9751 15.0255 9.3064 -0.38
H -11.5157 20.6114 8.3160 -0.08
O -12.2203 16.7232 0.1369 -0.30
H -13.5775 19.9194 4.1570 0.41
O -8.0180 15.3319 8.3827 -0.30
C -15.5993 18.9558 5.9815 -1.35
H -16.0631 19.1586 5.0162 0.36
C -9.5066 20.2279 1.4367 -0.21
H -12.6183 14.3082 8.5504 -0.26
H -17.8246 20.2188 8.8293 0.33
H -14.9779 16.7027 2.5057 0.54
O -12.0487 22.6276 8.7286 -0.34
H -13.9106 22.4730 6.6806 0.04
H -18.2810 14.5653 -0.0147 0.43
H -13.0373 10.8710 5.9692 0.35
H -10.9126 16.9508 5.7364 -0.34
H -20.2787 17.0089 1.8818 0.48
H -6.8568 17.0118 10.3168 0.25
O -17.0554 14.6423 10.3773 -0.39
O -8.9323 18.0995 0.6856 -0.29
H -14.7661 10.9708 5.4956 0.38
H -7.3652 14.5081 10.1829 0.31
H -16.4741 16.4923 7.0417 -0.11
H -13.9126 19.2074 -1.6956 0.41
C -10.0588 14.6392 1.2975 -0.05
H -21.1758 18.0857 8.5695 0.28
O -12.6157 14.5248 10.7856 -0.38
C -18.7941 19.8636 8.4800 -0.91
C -13.8989 11.5280 5.8498 -1.03
H -11.2488 16.7023 9.2544 0.15
H -18.1581 13.3921 7.5858 0.25
H -14.7140 15.8265 -2.0359 0.50
C -12.5190 15.0101 9.3784 1.21
H -9.0975 15.8335 2.7708 0.14
C -16.0313 15.3992 11.0790 -0.14
H -9.7399 21.7598 10.3774 0.22
C -8.4517 13.1952 1.6962 0.59
H -18.1301 16.1674 5.8439 -0.15
H -12.6097 17.6112 2.6750 -0.57
H -15.2054 17.2194 -1.0426 0.29
O -17.4943 16.7714 9.9838 -0.11
C -12.5015 18.0575 4.7894 2.67
C -13.0745 17.2606 3.5965 0.00
H -12.0838 20.1725 5.1489 0.31
O -18.8371 15.1653 9.0478 -0.59
C -12.5610 19.5850 4.3645 -1.52
H -9.8984 21.1536 1.0152 0.38
H -10.2723 18.3795 5.0702 0.31
O -9.0976 13.8164 0.7928 -0.40
S -19.8375 19.5715 9.9669 0.57
C -10.0106 21.7355 9.3218 -0.31
C -13.3863 18.8193 -0.8236 -0.64
H -5.2858 16.3313 9.6773 0.28
S -18.8869 13.8928 5.3164 0.52
H -12.4836 19.4115 -0.6735 0.15
O -8.8294 13.6865 2.8501 -0.40
H -16.1252 15.1740 12.1413 0.32
H -17.0432 15.0759 1.2515 0.25
H -14.1372 21.8482 5.0869 -0.37
C -19.2095 16.7979 1.8971 -0.77
H -21.4597 19.6562 8.0657 0.33
H -15.0938 15.8936 4.7371 0.30
H -9.9041 20.0575 2.4373 0.13
O -8.2776 16.7717 6.6032 -0.52
C -15.3929 16.6299 7.0458 -0.89
C -11.4194 14.5268 11.3776 0.53
O -20.1926 20.9418 10.5094 -0.68
C -14.4969 16.3959 -1.1322 -0.97
C -12.6041 14.0203 5.7239 -0.53
H -14.9267 19.7865 6.1951 -0.07
H -12.8978 16.1850 3.5997 0.03
H -10.2642 19.4218 -0.3102 0.18
O -7.6944 12.2762 1.4737 -0.65
C -7.7019 16.3653 7.6383 0.71
C -19.1094 15.6930 5.7802 -0.48
H -10.7718 18.5079 1.2615 -1.01
H -9.2311 21.1180 8.8755 0.23
C -6.3699 16.3786 9.5751 -0.24
H -18.7791 17.3964 2.7001 0.23
N -13.3772 17.8019 6.0172 1.38
S -12.8158 17.0691 -1.1673 0.25
O -10.5018 15.1817 10.4785 -0.39
C -9.5824 14.8590 2.7116 1.23
H -11.0744 14.2501 1.3699 0.22
H -10.0923 15.5707 0.7324 0.07
H -10.8077 17.0364 4.0095 -0.13
H -15.1954 17.0540 8.0303 0.09
H -19.4746 15.4383 6.7751 0.28
H -16.8679 15.2581 -0.5401 0.20
C -7.9575 18.6083 1.3016 0.65
O -13.4056 25.8622 4.7186 -0.51
H -15.5867 17.4389 10.5592 0.36
O -11.2719 24.7512 8.2582 -0.61
O -11.1055 14.0482 12.4911 -0.62
H -15.8198 23.2424 6.6893 0.29
C -13.8786 24.9379 5.2320 0.59
C -15.1760 16.9738 4.6175 -1.37
H -16.2507 17.1071 4.4931 0.29
H -10.4538 14.7839 3.3619 -0.78
H -19.1746 15.7690 2.2553 0.23
H -14.6476 15.6274 -0.3741 0.28
C -11.2104 15.6142 9.3065 -0.02
O -12.4769 12.4766 3.6454 -0.68
H -17.4031 12.2993 6.3816 0.42
H -18.6860 18.9366 7.9170 0.10
```